1.
Below is a cluster of 2 separate species, C2H2Cl2OS in total in a non-equilibrium geometry, with properties calculated with ωB97M-V with the def2-TZVPD basis set.

Element x y z (Å)
O  -0.10771  -0.79627  1.85829
C  -0.72369  -0.36782  0.99776
C  -1.17743  0.31242  -0.07179
S  -0.67727  2.07169  0.20900
Cl  -1.79697  -0.36156  -1.53795
H  0.40051  1.95437  -0.62238
Cl  1.89719  -1.02160  -0.91120
H  2.18537  -1.79123  0.07826

Summary:
Multiplicity   1
Gap between HOMO and LUMO   9.11 eV
Structure (SMILES)   O=C=C(S)Cl.Cl
Energy above the lowest of the compared OMol25 structures with the same formula, charge and spin   30.30 kcal/mol
Electronic energy   -40032.45443 eV

Atomic partial charges in e from the natural (NBO) method, atoms 1 to 6: number 1, O, carries -0.4274; number 2, C, carries 0.7006; number 3, C, carries -0.5244; number 4, S, carries 0.0626; number 5, Cl, carries 0.0575; number 6, H, carries 0.1304

2.
Below is a structure of composition CH6NPS in a non-equilibrium geometry, with properties calculated with ωB97M-V with the def2-TZVPD basis set.

Element x y z (Å)
C  -0.15667  0.85364  0.37619
N  1.48748  -1.25563  -0.00212
P  -1.44598  -0.35381  -0.37500
S  1.29399  0.36551  -0.53869
H  0.11865  0.82435  1.36388
H  -2.94756  -0.18428  0.13182
H  1.92911  -1.13783  0.89078
H  2.14246  -1.69637  -0.65241
H  -1.97995  0.60920  -1.45623
H  -0.44152  1.97522  0.26180

Summary:
Multiplicity   1
Gap between HOMO and LUMO   9.22 eV
Energy above the lowest of the compared OMol25 structures with the same formula, charge and spin   58.74 kcal/mol
Electronic energy   -22746.23194 eV

Atomic partial charges in e from the natural (NBO) method, atoms 1 to 6: number 1, C, carries -0.8511; number 2, N, carries -0.9554; number 3, P, carries 0.2366; number 4, S, carries 0.3662; number 5, H, carries 0.2208; number 6, H, carries -0.0199

3.
Below is the molecule C5H13NO2 in a non-equilibrium geometry, with properties calculated with ωB97M-V with the def2-TZVPD basis set.

Element x y z (Å)
N  -1.33853  1.79403  -0.29299
C  -0.90439  0.45388  0.17278
C  -1.96526  -0.63462  0.55086
O  -2.37411  -0.20453  1.87102
C  0.23643  0.00128  -0.90028
C  1.09841  -1.09538  -0.29521
C  2.33876  -0.26942  0.25130
O  3.13433  0.07945  -1.01904
H  -2.03063  2.34322  0.20067
H  -1.61645  1.64847  -1.23107
H  -0.51293  0.71191  1.21076
H  -1.53758  -1.62673  0.65187
H  -2.80839  -0.55495  -0.10946
H  -3.22259  -0.43299  1.93057
H  0.77571  1.00421  -1.15485
H  -0.47552  -0.15492  -1.80572
H  1.42811  -1.78158  -1.21765
H  0.80386  -1.79200  0.49983
H  3.15842  -0.82928  0.75118
H  2.09482  0.59263  0.88530
H  3.71754  0.74732  -0.94986

Summary:
Multiplicity   1
Gap between HOMO and LUMO   10.08 eV
Structure (SMILES)   N[C@@H](CO)CCCO
Energy above the lowest of the compared OMol25 structures with the same formula, charge and spin   83.57 kcal/mol
Electronic energy   -10978.25503 eV

Atomic partial charges in e from the natural (NBO) method, atoms 1 to 6: number 1, N, carries -0.8514; number 2, C, carries -0.0538; number 3, C, carries -0.1029; number 4, O, carries -0.7205; number 5, C, carries -0.4269; number 6, C, carries -0.4524

4.
Below is a structure of composition C50H59AsIN6O11PRbS in a non-equilibrium geometry, with properties calculated with ωB97M-V with the def2-TZVPD basis set.

Element x y z (Å)
Rb  1.24945  0.42907  -0.85832
C  4.09653  4.46152  0.98526
C  2.63892  4.51753  1.40386
N  2.31809  5.21122  2.46103
C  0.99215  5.48300  2.57896
C  0.00743  5.00376  1.76366
C  -1.36149  5.61154  1.98691
O  -1.68102  6.49999  0.87955
C  0.36647  4.16509  0.67188
C  -0.66596  3.64030  -0.24918
N  -0.73154  3.78851  -1.52613
C  0.19422  4.64914  -2.20705
C  0.36846  5.95547  -1.77617
C  1.14066  6.85653  -2.49387
C  1.77813  6.42921  -3.67977
C  1.66710  5.10417  -4.05584
C  0.87447  4.23865  -3.34911
I  0.58633  2.34091  -4.20004
C  1.77531  3.94799  0.42774
O  2.17452  3.31163  -0.59693
H  4.61894  4.67602  1.94501
H  4.31829  3.56604  0.43262
H  4.19335  5.29366  0.31771
H  0.76153  6.11774  3.41856
H  -2.21505  4.90205  2.18078
H  -1.23810  6.13857  2.91883
H  -2.15236  5.94654  0.20543
H  -1.51303  3.16039  0.18798
H  -0.12433  6.33034  -0.81751
H  1.27443  7.84578  -2.10662
H  2.40452  7.14153  -4.19646
H  2.24968  4.74513  -4.92251
C  -2.99269  -1.23907  -4.98005
C  -3.37515  -2.40069  -4.00167
C  -4.94181  -2.64112  -3.96948
C  -2.51711  -3.61826  -4.38401
C  -2.88802  -4.96875  -3.76708
O  -1.55482  -5.66986  -3.79435
C  -0.64732  -4.69267  -3.86609
N  -1.04463  -3.49192  -4.13451
C  0.74755  -5.21895  -3.73614
C  1.19614  -6.30159  -4.45060
C  2.51473  -6.70683  -4.46010
C  3.37903  -6.20210  -3.48942
C  2.89802  -5.24284  -2.61956
C  1.60585  -4.70045  -2.75433
P  1.19680  -3.29079  -1.57696
C  -0.32590  -3.96103  -0.76548
C  -0.56992  -5.34786  -0.63304
C  -1.66412  -5.81471  0.05443
C  -2.48288  -4.85349  0.69072
C  -2.20634  -3.51562  0.63204
C  -1.17910  -3.07628  -0.14160
C  2.44940  -3.53480  -0.22586
C  2.37326  -4.61457  0.65401
C  3.20178  -4.76848  1.74341
C  4.19378  -3.78619  1.93238
C  4.34165  -2.76033  1.00335
C  3.47795  -2.60559  -0.07151
H  -3.22595  -0.20128  -4.69105
H  -3.41440  -1.51944  -5.94547
H  -1.91683  -1.28297  -5.06638
H  -3.10585  -2.18392  -2.96662
H  -5.39599  -2.98246  -4.96658
H  -5.44633  -1.68842  -3.71224
H  -5.27677  -3.29427  -3.15032
H  -2.62550  -3.69863  -5.51274
H  -3.60560  -5.63249  -4.30419
H  -3.09605  -4.89599  -2.70521
H  0.52820  -6.62601  -5.20732
H  2.83022  -7.54897  -5.09908
H  4.35020  -6.56448  -3.55720
H  3.50455  -4.89344  -1.78352
H  -0.00036  -5.97254  -1.26383
H  -1.83031  -6.89916  0.19531
H  -3.29829  -5.22788  1.29163
H  -2.79079  -2.78316  1.19814
H  -0.98008  -1.99611  -0.20614
H  1.69582  -5.47606  0.52728
H  3.04066  -5.66624  2.34132
H  4.91602  -3.85414  2.75424
H  5.12802  -2.06604  1.11710
H  3.53668  -1.79102  -0.85617
O  4.31858  2.33704  -1.83053
H  4.53284  2.67445  -2.70554
H  3.59834  2.91132  -1.41826
O  5.19845  0.23715  -0.07368
H  5.42268  1.00018  -0.65342
H  4.41554  0.49120  0.43712
O  -2.47614  1.42470  -2.81904
H  -3.12200  1.51358  -2.11655
H  -1.93313  2.23623  -2.68757
O  -0.60479  -0.76662  -2.75373
H  -0.50866  -1.58807  -3.19871
H  -1.31795  -0.18320  -3.04623
C  4.73961  0.62952  3.74148
As  3.00611  0.80764  2.95071
C  2.17903  2.29385  3.98354
C  1.87439  -0.66468  3.41494
O  2.97851  1.01914  1.36857
H  5.02626  -0.43509  3.61686
H  4.51922  0.83658  4.80061
H  5.34395  1.30296  3.16491
H  1.49173  1.78896  4.63137
H  1.52996  2.82453  3.22476
H  2.88329  2.93979  4.50308
H  1.63549  -0.74225  4.47841
H  2.34940  -1.66287  3.15070
H  0.96517  -0.59338  2.78161
O  -7.04028  0.72001  7.35959
S  -6.36495  0.04689  6.24586
O  -5.59742  -1.16392  6.56411
O  -7.12127  -0.08757  4.99983
C  -5.10879  1.23592  5.75792
N  -4.99413  2.46721  6.39686
C  -4.13049  3.30610  5.89008
C  -3.45967  3.10623  4.69313
C  -3.53628  1.85026  4.25867
N  -4.34146  0.92759  4.76824
C  -2.66754  1.35915  3.16200
C  -1.38794  1.75365  3.05120
C  -0.60799  1.33021  1.92171
N  -1.13816  0.61187  0.95960
C  -2.36851  0.19033  1.04984
C  -3.17753  0.45186  2.16859
H  -4.09614  4.27713  6.35498
H  -2.78020  3.85589  4.25243
H  -0.86434  2.36364  3.79590
H  0.44774  1.58352  1.75071
H  -2.67347  -0.55400  0.26248
H  -4.11060  -0.00373  2.34113

Summary:
Multiplicity   1
Gap between HOMO and LUMO   7.14 eV
Charge   -1
Electronic energy   -173990.73387 eV

Atomic partial charges in e from the Löwdin method, atoms 1 to 6: number 1, Rb, carries 0.6465; number 2, C, carries -0.0075; number 3, C, carries -0.2999; number 4, N, carries 0.1067; number 5, C, carries -0.1362; number 6, C, carries -0.1830

5.
Below is the molecule C5H7I in a non-equilibrium geometry, with properties calculated with ωB97M-V with the def2-TZVPD basis set.

Element x y z (Å)
C  0.63231  -0.09249  1.94524
C  0.92956  -0.40433  0.69644
C  -0.11851  -0.88204  -0.24146
I  -0.43249  -3.02498  0.18719
C  -0.01207  -0.50657  -1.72785
C  -1.19924  -0.06249  -0.81259
H  1.42149  0.31679  2.67677
H  -0.35752  0.07137  2.48948
H  1.99853  -0.24343  0.44313
H  -0.35060  -1.27710  -2.35044
H  0.79912  0.19088  -2.03005
H  -1.47003  0.87678  -0.45930
H  -2.10342  -0.54776  -1.11759

Summary:
Multiplicity   1
Gap between HOMO and LUMO   9.38 eV
Structure (SMILES)   C=CC1(I)CC1
Energy above the lowest of the compared OMol25 structures with the same formula, charge and spin   17.13 kcal/mol
Electronic energy   -13396.73885 eV

Atomic partial charges in e from the natural (NBO) method, atoms 1 to 6: number 1, C, carries -0.3528; number 2, C, carries -0.2631; number 3, C, carries -0.1211; number 4, I, carries 0.0545; number 5, C, carries -0.4212; number 6, C, carries -0.4322

6.
Below is the molecule C2H3N3OS, with properties calculated with ωB97M-V with the def2-TZVPD basis set.

Element x y z (Å)
C  -0.09589  -0.18762  -0.02094
C  1.08385  0.58240  0.27114
N  0.00154  -1.43096  -0.22950
N  2.24331  0.01616  0.30133
N  2.76575  -1.15058  0.14198
O  4.60708  0.42925  -0.88316
S  4.00401  0.01306  0.35582
H  -1.02708  0.39566  -0.03021
H  1.03690  1.64090  0.46858
H  -0.86940  -1.91253  -0.43030

Summary:
Multiplicity   1
Gap between HOMO and LUMO   8.99 eV
Energy above the lowest of the compared OMol25 structures with the same formula, charge and spin   83.06 kcal/mol
Electronic energy   -19471.48467 eV

Atomic partial charges in e from the natural (NBO) method, atoms 1 to 6: number 1, C, carries 0.0619; number 2, C, carries -0.1233; number 3, N, carries -0.5939; number 4, N, carries -0.2234; number 5, N, carries -0.4126; number 6, O, carries -0.8753